# 1
Entry from OMol25: a molecular structure, C50H44GaIN4P (wB97M-V/def2-TZVPD).

Structure (XYZ):
```
101
Properties=species:S:1:pos:R:3:mulliken_charge:R:1
Ga -0.55 -0.09 0.17 2.46
I -2.49 -0.24 2.68 0.05
C -2.13 -2.29 2.43 0.12
C -2.51 -3.12 3.55 -0.90
C -2.22 -4.50 3.45 -0.81
C -1.51 -5.02 2.36 -0.70
C -1.03 -4.20 1.38 1.37
C -0.32 -4.75 0.29 -0.86
C -0.05 -4.06 -0.82 -1.47
C -0.41 -2.66 -0.88 -0.04
C -0.85 -1.98 0.22 1.43
C -1.33 -2.79 1.32 -0.29
H -3.01 -2.59 4.34 0.54
H -2.60 -5.19 4.19 0.41
H -1.27 -6.10 2.47 0.35
H 0.08 -5.76 0.41 0.34
H 0.49 -4.56 -1.62 0.45
H -0.20 -2.11 -1.85 -0.22
N 1.57 0.06 -0.80 0.03
C 2.33 -1.10 -0.97 -0.16
C 2.59 -1.55 -2.29 -0.65
C 3.08 -2.81 -2.51 -0.75
C 3.38 -3.56 -1.41 -1.29
C 3.35 -3.04 -0.11 -0.61
C 2.78 -1.86 0.18 0.11
P 2.67 -1.03 1.79 1.03
C 4.08 0.08 1.62 0.33
C 5.13 -0.21 0.76 -0.33
C 6.14 0.72 0.58 -0.65
C 6.13 1.93 1.20 -0.53
C 5.04 2.22 2.08 -0.54
C 4.05 1.30 2.31 -0.52
C 2.99 -2.29 3.09 -0.26
C 4.12 -2.16 3.92 -0.75
C 4.20 -3.06 4.99 -0.61
C 3.24 -3.96 5.28 -0.68
C 2.09 -4.07 4.44 -0.53
C 1.95 -3.17 3.38 0.13
H 2.02 0.69 -0.11 0.34
H 1.43 0.55 -1.70 0.19
H 2.13 -1.07 -3.15 0.46
H 3.27 -3.23 -3.50 0.42
H 3.95 -4.46 -1.62 0.42
H 3.81 -3.49 0.66 0.99
H 5.22 -1.20 0.45 0.61
H 7.04 0.44 -0.03 0.33
H 6.82 2.76 1.04 0.39
H 4.99 3.25 2.39 0.38
H 3.22 1.48 2.96 0.46
H 4.91 -1.45 3.68 0.43
H 5.05 -2.98 5.63 0.43
H 3.33 -4.58 6.16 0.40
H 1.30 -4.82 4.67 0.39
H 1.13 -3.22 2.78 0.42
C -4.66 2.99 -0.53 -1.53
C -4.27 3.89 -1.62 1.29
C -4.80 5.17 -1.77 -0.60
C -4.46 6.06 -2.76 -0.78
C -3.48 5.71 -3.69 -0.69
C -2.93 4.41 -3.55 -0.11
C -3.35 3.54 -2.60 -0.79
N -2.76 2.23 -2.58 0.37
C -1.87 1.82 -1.62 0.29
N -1.25 2.85 -0.98 0.02
C -0.77 2.89 0.32 0.77
C -0.28 1.77 0.98 -1.07
C 0.28 1.89 2.22 -0.36
C 0.44 3.15 2.77 -1.56
C -0.15 4.23 2.12 -0.97
C -0.72 4.18 0.85 1.05
C -1.28 5.37 0.12 -1.26
N -1.53 0.55 -1.43 0.46
C -2.19 -0.41 -2.27 -1.67
C -3.25 -1.16 -1.76 0.20
C -3.93 -2.03 -2.66 -1.01
C -3.60 -2.14 -3.97 -0.76
C -2.55 -1.40 -4.48 -0.53
C -1.84 -0.58 -3.64 1.55
C -0.59 0.11 -4.20 -1.86
H -3.93 2.93 0.25 0.23
H -4.84 1.99 -0.83 0.28
H -5.66 3.26 -0.16 0.50
H -5.54 5.46 -1.01 0.40
H -5.00 7.00 -2.92 0.39
H -3.12 6.33 -4.49 0.45
H -2.26 4.11 -4.30 0.54
H -3.19 1.54 -3.19 0.28
H -1.43 3.80 -1.31 0.02
H 0.80 1.08 2.72 0.73
H 0.96 3.34 3.72 0.47
H -0.11 5.27 2.45 0.34
H -1.25 6.22 0.85 0.42
H -2.28 5.20 -0.17 0.21
H -0.65 5.66 -0.74 0.31
H -3.57 -1.06 -0.71 0.47
H -4.73 -2.65 -2.24 0.43
H -4.14 -2.89 -4.62 0.35
H -2.22 -1.40 -5.50 0.54
H 0.14 -0.70 -4.27 0.41
H -0.13 0.86 -3.54 0.14
H -0.67 0.46 -5.20 0.59
```

total charge	+1
frontier orbital gap	8.086	eV
multiplicity	1



# 2
Entry from OMol25: 3 unconnected molecules or ions with the total composition C4H15N2O2 (wB97M-V/def2-TZVPD).

Structure (XYZ):
```
23
Properties=species:S:1:pos:R:3:mulliken_charge:R:1
C -0.30 -1.89 -0.69 -0.88
C -1.49 -0.99 -1.15 -0.16
C -1.92 0.05 -0.17 -1.02
N -0.86 1.04 0.21 -0.10
C -0.67 2.24 -0.33 0.21
N 0.44 2.98 0.10 -0.32
H 0.41 -1.85 -1.44 0.32
H 0.12 -1.48 0.22 0.02
H -0.52 -2.96 -0.55 0.37
H -1.00 -0.58 -2.19 0.21
H -2.28 -1.62 -1.31 0.33
H -2.70 0.65 -0.56 0.45
H -2.19 -0.38 0.76 0.34
H -0.20 0.66 0.92 0.40
H -1.39 2.78 -0.96 0.35
H 0.59 4.02 -0.05 0.26
H 1.17 2.40 0.53 0.23
H 1.72 -0.21 0.82 0.47
H 1.92 0.41 2.28 0.24
O 1.44 0.51 1.54 -0.72
H 3.16 -1.49 0.66 0.31
H 2.20 -2.53 0.98 0.33
O 2.34 -1.76 0.39 -0.66
```

energy above the lowest of the compared OMol25 structures with the same formula, charge and spin	38.4	kcal/mol
total charge	+1
frontier orbital gap	11.153	eV
multiplicity	1



# 3
Entry from OMol25: a molecular structure, C43H28Cl5GeInN2S2 (wB97M-V/def2-TZVPD).

Structure (XYZ):
```
82
Properties=species:S:1:pos:R:3:mulliken_charge:R:1
In 1.29 -0.71 -0.61 0.23
S 0.85 -2.50 4.05 -0.51
C 1.26 -0.85 4.38 1.26
C 1.43 -0.20 5.60 -0.65
C 1.71 1.15 5.58 -0.50
C 1.82 1.85 4.37 -0.90
C 1.66 1.21 3.16 -0.14
C 1.38 -0.16 3.16 -1.49
N 1.17 -0.92 2.04 0.75
C 0.86 -2.14 2.32 0.24
C 0.49 -3.12 1.30 1.17
C 0.05 -4.40 1.67 -0.75
C -0.38 -5.28 0.69 -0.79
C -0.37 -4.88 -0.64 -0.71
C 0.10 -3.62 -0.99 -0.99
C 0.54 -2.71 -0.04 0.48
H 1.33 -0.74 6.53 0.39
H 1.83 1.68 6.52 0.38
H 2.03 2.91 4.39 0.42
H 1.72 1.73 2.21 0.45
H 0.02 -4.69 2.71 0.36
H -0.73 -6.27 0.97 0.34
H -0.72 -5.56 -1.41 0.41
H 0.11 -3.33 -2.04 0.23
S 1.80 -1.05 -3.26 -0.63
C 1.85 0.70 -3.08 -0.48
N 3.00 1.29 -3.33 0.23
C 3.29 2.64 -3.32 -0.88
C 2.22 3.46 -2.93 -0.50
C 1.00 2.97 -2.62 -0.78
C 0.65 1.49 -2.56 1.33
H 3.74 0.65 -3.59 0.29
H 4.33 2.92 -3.43 0.37
H 2.39 4.53 -2.89 0.34
H 0.20 3.65 -2.36 0.26
H -0.17 1.29 -3.29 0.32
Cl 3.28 2.03 0.14 -0.13
C 4.22 0.58 -0.04 1.06
C 3.57 -0.63 -0.25 -1.62
C 4.40 -1.74 -0.38 1.06
Cl 3.69 -3.31 -0.64 -0.21
C 5.79 -1.67 -0.32 -0.21
Cl 6.77 -3.09 -0.48 -0.24
C 6.40 -0.43 -0.11 0.54
Cl 8.13 -0.32 -0.03 -0.24
C 5.61 0.70 0.03 -0.33
Cl 6.37 2.24 0.28 -0.23
C 0.20 1.02 -1.15 0.57
Ge -1.63 0.78 -0.87 1.04
C -2.67 2.47 -1.02 0.09
C -3.95 2.56 -1.58 -0.46
C -4.64 3.76 -1.63 -0.69
C -4.06 4.92 -1.12 -0.40
C -2.79 4.86 -0.56 -0.85
C -2.11 3.65 -0.52 -0.26
C -1.97 0.15 0.99 -0.22
C -1.81 1.02 2.07 -0.54
C -1.94 0.57 3.38 -0.56
C -2.24 -0.76 3.64 -0.51
C -2.41 -1.63 2.57 -0.67
C -2.28 -1.18 1.27 0.30
C -2.73 -0.51 -1.95 -0.20
C -2.16 -1.08 -3.09 -0.47
C -2.84 -2.01 -3.86 -0.72
C -4.12 -2.41 -3.50 -0.48
C -4.72 -1.86 -2.37 -0.74
C -4.03 -0.93 -1.61 0.01
H -4.41 1.67 -2.00 0.29
H -5.63 3.80 -2.08 0.38
H -4.59 5.86 -1.16 0.34
H -2.32 5.75 -0.17 0.37
H -1.10 3.60 -0.11 0.43
H -1.56 2.06 1.89 0.22
H -1.79 1.26 4.21 0.39
H -2.32 -1.11 4.66 0.34
H -2.63 -2.68 2.76 0.36
H -2.40 -1.88 0.45 0.23
H -1.14 -0.81 -3.35 -0.07
H -2.36 -2.44 -4.74 0.41
H -4.66 -3.14 -4.09 0.35
H -5.71 -2.18 -2.07 0.37
H -4.50 -0.51 -0.72 0.38
```

energy above the lowest of the compared OMol25 structures with the same formula, charge and spin	27.6	kcal/mol
total charge	-2
frontier orbital gap	3.760	eV
multiplicity	1



# 4
Entry from OMol25: 7 unconnected molecules or ions with the total composition C48H60BrF13N9O8P3S2 (wB97M-V/def2-TZVPD).

Structure (XYZ):
```
144
Properties=species:S:1:pos:R:3:mulliken_charge:R:1
C -0.24 -0.22 3.69 -0.96
C -0.40 -0.45 2.54 -0.69
C -0.71 -0.58 1.09 0.49
O -1.70 -1.53 0.90 -0.25
O -1.02 0.69 0.60 -0.14
C -2.39 1.11 0.68 0.03
C -2.28 2.64 0.95 -0.76
C -1.28 3.31 0.01 0.55
C -1.60 3.83 -1.23 -0.83
C -3.12 0.89 -0.65 -1.18
S -4.31 -0.47 -0.65 -0.14
C -3.66 -1.56 -1.95 0.62
C -4.00 -3.04 -1.71 -1.02
C 0.66 -0.98 0.35 1.32
C 0.74 -2.51 0.44 -1.81
C 2.11 -3.14 0.17 -0.38
C 1.90 -4.63 -0.03 0.93
F 1.23 -5.12 1.06 -0.42
F 1.13 -4.91 -1.11 -0.31
C 3.22 -5.45 -0.12 0.51
F 3.03 -6.65 0.46 -0.34
F 4.20 -4.85 0.60 -0.26
C 3.76 -5.64 -1.57 0.62
F 3.46 -4.58 -2.35 -0.30
F 5.12 -5.66 -1.49 -0.39
C 3.38 -6.98 -2.25 0.69
F 4.14 -7.95 -1.70 -0.29
F 2.10 -7.31 -2.00 -0.29
C 3.58 -7.04 -3.79 0.54
F 3.28 -8.31 -4.14 -0.30
F 2.73 -6.22 -4.43 -0.25
C 5.01 -6.76 -4.32 0.62
F 4.99 -7.09 -5.63 -0.27
F 5.34 -5.48 -4.24 -0.20
F 5.93 -7.52 -3.74 -0.24
O 1.60 -0.21 1.09 -0.16
C 2.94 -0.03 0.74 -0.89
N 3.35 -0.40 -0.58 0.23
C 3.17 1.49 0.95 0.22
C 4.60 1.97 0.78 -0.66
S 4.58 3.79 0.68 -0.27
C 3.44 4.08 -0.60 0.42
N 3.49 3.79 -1.86 -0.24
N 2.30 4.17 -2.43 -0.39
C 1.59 4.69 -1.47 0.00
O 2.24 4.66 -0.30 -0.26
P 3.99 -0.91 2.08 -0.30
P 5.85 -1.59 1.22 1.11
O 6.90 -0.56 1.18 -0.69
O 6.34 -2.78 2.18 -0.52
O 5.56 -2.30 -0.16 -0.42
P 0.24 -0.39 -1.41 -0.25
O 0.94 1.09 -1.41 0.00
Br 1.38 -1.70 -2.88 -0.22
H -0.14 -0.10 4.74 0.79
H -1.99 -1.83 1.77 0.41
H -2.93 0.69 1.53 0.54
H -1.83 2.74 1.93 -0.30
H -3.24 3.12 0.89 0.64
H -0.26 3.32 0.38 0.14
H -1.91 3.13 -2.00 0.16
H -1.64 4.89 -1.47 0.33
H -3.68 1.79 -0.88 0.59
H -2.37 0.79 -1.44 0.14
H -3.92 -1.20 -2.94 0.61
H -2.58 -1.46 -1.87 -0.60
H -4.65 -3.21 -0.86 0.06
H -4.43 -3.45 -2.62 0.38
H -3.08 -3.59 -1.57 0.27
H 0.04 -2.90 -0.29 0.67
H 0.45 -2.80 1.44 0.31
H 2.60 -2.79 -0.73 0.43
H 2.73 -3.07 1.05 -0.04
H 2.98 0.24 -1.27 0.23
H 4.35 -0.39 -0.71 0.24
H 2.53 1.99 0.22 -0.67
H 2.87 1.73 1.97 0.48
H 5.07 1.64 -0.14 0.47
H 5.28 1.70 1.58 0.55
H 0.60 5.07 -1.56 0.50
H 4.36 0.08 3.00 0.15
H 7.19 -2.51 2.55 0.33
H 6.16 -3.05 -0.30 0.31
H 0.95 1.45 -2.31 0.26
C -0.23 5.72 4.86 -0.49
C 0.23 5.17 6.09 -0.55
C 0.17 3.81 5.98 -0.56
N -0.33 3.51 4.74 0.41
C -0.57 4.67 4.05 -0.63
H -0.31 6.76 4.60 0.44
H 0.58 5.72 6.95 0.43
H 0.43 3.03 6.67 0.39
H -0.48 2.58 4.38 -0.03
H -0.95 4.65 3.04 0.40
C -4.04 4.67 6.82 -0.62
C -5.23 3.97 7.16 -0.45
C -5.21 2.78 6.49 -0.53
N -4.05 2.73 5.76 0.07
C -3.33 3.88 5.96 0.27
H -3.74 5.64 7.17 0.40
H -6.02 4.30 7.82 0.40
H -5.91 1.96 6.48 0.39
H -3.78 1.97 5.17 0.17
H -2.38 4.03 5.47 0.07
C 6.65 4.22 -2.37 0.72
C 8.00 3.80 -2.25 -0.83
C 8.70 4.34 -3.30 -0.52
N 7.82 5.07 -4.05 0.01
C 6.57 5.00 -3.49 -0.83
H 5.83 3.98 -1.72 -0.04
H 8.42 3.17 -1.47 0.41
H 9.74 4.27 -3.57 0.39
H 8.06 5.57 -4.88 0.17
H 5.74 5.52 -3.94 0.40
C -5.77 -5.53 2.64 -0.42
C -4.79 -6.32 1.98 -0.42
C -5.35 -6.80 0.83 -0.59
N -6.64 -6.34 0.77 0.04
C -6.90 -5.56 1.86 -0.49
H -5.66 -5.01 3.57 0.43
H -3.78 -6.51 2.32 0.46
H -4.95 -7.43 0.06 0.38
H -7.29 -6.54 0.03 0.21
H -7.86 -5.10 2.00 0.41
C -9.38 -2.63 -1.70 -0.54
C -8.60 -3.80 -1.46 -0.62
C -7.53 -3.42 -0.70 -0.11
N -7.62 -2.08 -0.47 0.03
C -8.75 -1.59 -1.07 -0.56
H -10.29 -2.57 -2.26 0.40
H -8.81 -4.80 -1.80 0.39
H -6.70 -3.99 -0.30 0.40
H -6.96 -1.53 0.05 0.22
H -9.00 -0.55 -1.01 0.42
C -0.95 6.27 -6.36 -0.46
C 0.20 5.56 -5.93 -0.64
C 0.22 5.59 -4.56 -0.29
N -0.88 6.30 -4.15 0.09
C -1.60 6.71 -5.24 -0.51
H -1.27 6.43 -7.38 0.40
H 0.94 5.08 -6.55 0.41
H 0.92 5.18 -3.85 0.43
H -1.13 6.49 -3.20 0.24
H -2.51 7.28 -5.13 0.39
```

SMILES	C#C[C@@](O)(O[C@@H](CC=C)CSCC)[C@](CCC(F)(F)C(F)(F)C(F)(F)C(F)(F)C(F)(F)C(F)(F)F)(O[C@@](N)(CCSc1nnco1)PP(=O)(O)O)P(O)Br.c1cc[nH]c1.c1cc[nH]c1.c1cc[nH]c1.c1cc[nH]c1.c1cc[nH]c1.c1cc[nH]c1
frontier orbital gap	7.353	eV
multiplicity	1



# 5
Entry from OMol25: a single C2H4N4O molecule (wB97M-V/def2-TZVPD).

Structure (XYZ):
```
11
Properties=species:S:1:pos:R:3:mulliken_charge:R:1
H 2.74 -1.05 -0.10 0.23
N 2.65 0.07 -0.09 -0.56
C 1.42 0.08 -0.11 0.38
N 0.35 -0.62 0.06 -0.11
C -0.81 0.24 0.01 0.28
N -2.12 -0.06 -0.19 -0.49
N -0.41 1.51 -0.04 -0.39
O 1.02 1.43 0.04 -0.20
H 0.14 -1.65 -0.01 0.26
H -2.42 -0.81 0.51 0.28
H -2.55 0.87 -0.08 0.32
```

energy above the lowest of the compared OMol25 structures with the same formula, charge and spin	73.9	kcal/mol
SMILES	[H]/N=c1\[nH]c(N)no1
frontier orbital gap	8.854	eV
multiplicity	1



# 6
Entry from OMol25: a molecular structure, C4H3HgO (wB97M-V/def2-TZVPD).

Structure (XYZ):
```
9
Properties=species:S:1:pos:R:3:mulliken_charge:R:1
O -0.61 0.76 0.92 -0.41
C -0.19 -0.20 0.19 -0.11
C 0.28 -0.12 -1.12 -0.30
C -0.28 0.66 -2.16 -0.12
C -1.18 1.50 -2.50 -0.44
H 1.31 -0.49 -1.30 0.22
H -1.79 2.28 -1.14 -0.05
Hg -2.17 2.41 1.62 -0.03
H -1.99 1.45 -3.22 0.24
```

energy above the lowest of the compared OMol25 structures with the same formula, charge and spin	0.0	kcal/mol
total charge	-1
frontier orbital gap (spin up / spin down)	6.381 / 7.338	eV
multiplicity	3



# 7
Entry from OMol25: a single C23H26N2O3 molecule (wB97M-V/def2-TZVPD).

Structure (XYZ):
```
54
Properties=species:S:1:pos:R:3:mulliken_charge:R:1
C -2.15 -3.61 -1.43 -1.36
C -1.29 -3.54 -0.17 -0.31
N 0.07 -3.11 -0.44 -0.01
C 0.95 -3.36 0.68 -0.44
C 2.39 -2.98 0.31 -1.21
N 2.52 -1.60 -0.10 0.09
C 2.47 -0.64 0.99 -0.89
C 3.02 0.68 0.55 -0.12
C 4.40 0.89 0.42 0.84
O 5.22 -0.13 0.76 -0.54
C 4.92 2.12 -0.02 -0.90
C 4.09 3.17 -0.34 -0.80
C 2.72 2.99 -0.22 0.02
C 2.21 1.76 0.22 1.08
O 0.85 1.75 0.29 -0.45
C 0.41 2.99 -0.12 0.25
C -0.87 3.39 -0.22 -0.41
C -2.08 2.65 0.05 0.60
C -3.32 3.25 -0.20 -0.82
C -4.50 2.58 0.03 -0.68
C -4.49 1.27 0.51 1.08
C -5.77 0.54 0.77 -1.50
C -3.26 0.67 0.77 -0.74
C -2.08 1.34 0.55 -0.16
C 1.57 3.86 -0.46 -0.37
O 1.52 5.01 -0.85 -0.70
C 1.59 -1.34 -1.17 -1.44
C 0.14 -1.71 -0.83 -0.37
H -1.61 -4.14 -2.21 0.35
H -3.07 -4.14 -1.21 0.44
H -2.40 -2.62 -1.79 0.30
H -1.78 -2.89 0.58 0.20
H -1.23 -4.55 0.26 0.43
H 0.91 -4.43 0.93 0.49
H 0.63 -2.80 1.58 0.25
H 3.06 -3.17 1.15 0.49
H 2.70 -3.60 -0.54 0.43
H 3.11 -1.03 1.79 0.71
H 1.46 -0.49 1.39 0.27
H 6.14 0.12 0.60 0.31
H 5.99 2.23 -0.11 0.27
H 4.48 4.11 -0.69 0.51
H -0.99 4.40 -0.57 0.43
H -3.34 4.27 -0.58 0.40
H -5.44 3.06 -0.18 0.38
H -6.12 0.76 1.78 0.28
H -5.63 -0.53 0.68 0.37
H -6.55 0.86 0.08 0.38
H -3.24 -0.34 1.14 0.40
H -1.14 0.86 0.76 0.48
H 1.64 -0.28 -1.45 0.46
H 1.90 -1.93 -2.03 0.48
H -0.48 -1.55 -1.71 0.51
H -0.23 -1.06 -0.02 0.23
```

energy above the lowest of the compared OMol25 structures with the same formula, charge and spin	69.8	kcal/mol
SMILES	CCN1CCN(Cc2c(O)ccc3c2O/C(=C\c2ccc(C)cc2)C3=O)CC1
frontier orbital gap	7.693	eV
multiplicity	1



# 8
Entry from OMol25: a single C3H6N2O3S molecule (wB97M-V/def2-TZVPD).

Structure (XYZ):
```
15
Properties=species:S:1:pos:R:3:mulliken_charge:R:1
O -1.71 1.86 -1.47 -0.61
S -1.29 0.64 -0.80 1.03
O -1.74 -0.70 -1.25 -0.64
O -1.93 0.68 0.74 -0.45
C 0.81 0.57 -0.71 -0.01
N 1.20 1.01 0.59 -0.54
C 1.12 -0.01 1.32 -0.11
C 0.72 -1.22 0.62 -0.38
N 0.86 -0.85 -0.76 -0.49
H -1.71 1.63 0.87 0.35
H 1.23 1.08 -1.54 0.45
H 1.23 0.07 2.34 0.45
H 1.37 -2.15 0.71 0.30
H -0.36 -1.47 0.79 0.28
H 0.20 -1.13 -1.44 0.37
```

energy above the lowest of the compared OMol25 structures with the same formula, charge and spin	48.6	kcal/mol
SMILES	O=S(=O)(O)[C@H]1N=CCN1
frontier orbital gap	9.382	eV
multiplicity	1



Values for DFT total energy, Ha, ordered as above
-4714.4077; -421.1322; -7129.2804; -8652.3198; -372.7825; -382.6775; -1227.2588; -851.2562
Values for F_max, eV/Å, ordered as above
3.77; 6.28; 0.16; 2.98; 8.03; 4.42; 1.33; 3.82